Record 1
{"formula": "C41H38ClIrN9O4", "method": "ωB97M-V/def2-TZVPD", "spin_multiplicity": 2, "e_tot_ha": -2942.78556, "s_squared": 1.10, "de_lowest_kcal_mol": 5.10, "homo_lumo_gap_ev": [3.12, 3.18], "total_charge": 2, "homo_ha": [-0.3824, -0.4047], "max_force_ev_per_a": 2.5, "species": ["Ir", "Cl", "O", "O", "O", "O", "N", "N", "N", "N", "N", "N", "N", "N", "N", "C", "C", "C", "C", "C", "C", "C", "C", "C", "C", "C", "C", "C", "C", "C", "C", "C", "C", "C", "C", "C", "C", "C", "C", "C", "C", "C", "C", "C", "C", "C", "C", "C", "C", "C", "C", "C", "C", "C", "C", "C", "H", "H", "H", "H", "H", "H", "H", "H", "H", "H", "H", "H", "H", "H", "H", "H", "H", "H", "H", "H", "H", "H", "H", "H", "H", "H", "H", "H", "H", "H", "H", "H", "H", "H", "H", "H", "H", "H"], "positions_angstrom": [[1.509, 0.943, 0.501], [4.443, -8.290, 0.316], [2.641, 2.631, 0.036], [-11.261, -0.004, 0.415], [1.998, 0.172, 2.923], [2.046, 0.640, -1.683], [-5.012, 1.714, 0.389], [3.952, 0.548, 1.013], [1.849, 0.719, -3.914], [-4.879, -0.500, 0.556], [6.807, 3.060, 1.177], [4.294, -1.601, -0.324], [-0.077, 2.163, 0.484], [4.459, 3.932, -0.235], [0.033, -0.405, 0.780], [-1.287, 1.540, 0.500], [4.336, 0.226, 2.372], [3.821, -4.545, -0.883], [-7.963, 1.572, 0.331], [-0.042, 3.490, 0.415], [1.346, 0.465, -2.711], [3.206, 1.254, -4.027], [3.887, 2.776, 0.039], [-2.504, 2.231, 0.419], [-9.346, 1.470, 0.318], [6.205, 2.008, 0.999], [-3.672, 1.416, 0.442], [-2.439, 3.631, 0.330], [-9.134, -0.928, 0.529], [-0.999, -2.560, 0.994], [6.684, 0.467, 1.636], [-7.158, 0.446, 0.442], [1.141, 0.396, -5.160], [3.864, -5.946, 1.515], [6.734, 0.569, 0.233], [4.108, -6.593, 0.318], [-12.123, 1.125, 0.296], [-2.380, -0.651, 0.663], [5.633, 0.068, 2.612], [4.491, -0.424, -0.009], [3.600, -4.581, 1.504], [3.573, -3.873, 0.311], [5.434, 0.589, -0.567], [-9.935, 0.212, 0.417], [4.772, 1.637, 0.400], [3.305, 0.321, 3.461], [4.090, -5.901, -0.886], [0.116, -1.715, 0.986], [-2.253, -2.039, 0.817], [-5.700, 0.528, 0.462], [-3.628, 0.043, 0.544], [-7.765, -0.811, 0.541], [3.261, -2.400, 0.301], [-0.065, -0.029, -2.570], [-1.215, 4.246, 0.339], [-1.222, 0.123, 0.642], [-0.051, -0.961, -2.002], [1.824, 0.568, -5.987], [0.930, 3.950, 0.411], [-7.534, 2.565, 0.250], [3.027, -2.069, 1.321], [-9.617, -1.893, 0.605], [5.424, 4.060, 0.077], [3.444, 1.830, -3.138], [1.351, 0.443, 3.585], [3.889, -6.501, 2.443], [-3.143, -2.656, 0.816], [3.817, -3.998, -1.819], [3.511, -0.436, 4.220], [4.288, -6.427, -1.810], [0.268, 1.032, -5.300], [-1.134, 5.323, 0.283], [-3.345, 4.220, 0.264], [-0.619, 0.708, -1.987], [3.417, -4.070, 2.443], [-11.947, 1.652, -0.644], [3.254, 1.902, -4.899], [1.091, -2.119, 1.180], [-0.843, -3.618, 1.152], [3.391, 1.304, 3.933], [-5.432, 2.625, 0.327], [3.934, 0.449, -4.141], [5.994, -0.147, 3.610], [5.531, 0.733, -1.637], [7.714, 0.527, -0.225], [0.841, -0.650, -5.186], [-11.989, 1.807, 1.138], [-13.133, 0.731, 0.306], [-9.946, 2.363, 0.232], [2.386, -2.213, -0.330], [3.877, 4.735, -0.417], [-0.584, -0.192, -3.508], [7.676, 0.539, 2.063], [-7.143, -1.692, 0.627]]}

=====

Record 2
{"formula": "C41H38N2O26PS", "method": "ωB97M-V/def2-TZVPD", "spin_multiplicity": 1, "e_tot_ha": -4390.16722, "de_lowest_kcal_mol": 0.00, "homo_lumo_gap_ev": 6.05, "total_charge": 1, "homo_ha": -0.3992, "max_force_ev_per_a": 4.6, "species": ["S", "P", "O", "O", "O", "O", "O", "O", "O", "O", "O", "O", "O", "O", "O", "O", "O", "O", "O", "O", "O", "O", "O", "O", "O", "O", "O", "O", "N", "N", "C", "C", "C", "C", "C", "C", "C", "C", "C", "C", "C", "C", "C", "C", "C", "C", "C", "C", "C", "C", "C", "C", "C", "C", "C", "C", "C", "C", "C", "C", "C", "C", "C", "C", "C", "C", "C", "C", "C", "C", "C", "H", "H", "H", "H", "H", "H", "H", "H", "H", "H", "H", "H", "H", "H", "H", "H", "H", "H", "H", "H", "H", "H", "H", "H", "H", "H", "H", "H", "H", "H", "H", "H", "H", "H", "H", "H", "H", "H"], "positions_angstrom": [[-5.259, -0.327, -5.563], [-3.013, 1.354, -0.765], [2.534, -9.713, 3.957], [-4.284, 1.179, 0.300], [-2.988, -5.836, -0.529], [-2.046, 2.551, -0.176], [1.253, 1.913, -1.626], [-6.979, -0.008, -2.795], [1.454, -5.549, -2.024], [-2.234, 0.089, -0.660], [-6.396, -1.978, -1.847], [1.368, -2.854, -2.213], [6.096, -0.260, 5.555], [2.782, 0.588, 1.093], [0.382, 11.215, -1.102], [2.997, 0.552, 5.781], [0.167, 1.262, 1.068], [-3.253, 9.873, -3.744], [-1.852, -6.963, 2.005], [9.727, -2.679, 3.833], [0.382, -7.383, 0.505], [4.294, -2.098, 4.717], [-3.101, -3.144, -0.805], [-2.992, 7.426, -2.616], [0.697, 8.751, -0.041], [0.285, -9.370, 5.414], [0.353, 1.140, 5.760], [7.921, -4.470, 2.919], [-4.394, 2.093, -5.253], [-4.532, 0.965, -4.599], [-2.190, 8.278, -2.262], [8.417, -2.484, 4.062], [-2.805, 4.184, -2.479], [-6.057, -0.994, -2.411], [1.007, 3.151, -2.329], [-4.516, -0.817, -2.728], [6.544, -1.227, 4.967], [-0.455, 3.043, -2.974], [0.277, -3.535, -1.812], [1.793, 0.933, -2.525], [-3.418, 2.931, -3.187], [0.403, -5.021, -1.721], [-0.762, -5.781, -1.261], [2.346, 0.702, 4.609], [0.805, 1.087, 2.247], [-3.570, 1.658, -2.495], [-2.283, 9.655, -2.836], [1.531, -8.555, 2.189], [1.492, -9.050, 3.431], [2.253, 0.726, 2.180], [-0.854, -8.147, 3.758], [-1.442, 10.625, -2.466], [7.974, -1.413, 4.729], [-0.865, -2.911, -1.510], [-1.131, 8.007, -1.296], [-2.035, -3.673, -1.075], [-1.268, 4.385, -2.780], [-0.814, -7.650, 2.517], [-4.220, 0.604, -3.317], [0.892, 1.036, 4.676], [6.048, -3.346, 3.796], [-3.838, 3.107, -4.594], [-0.285, 8.976, -0.926], [-0.394, 10.362, -1.480], [-1.902, -5.155, -0.957], [0.386, -7.835, 1.640], [5.606, -2.277, 4.465], [2.974, 0.557, 3.439], [0.284, -8.889, 4.297], [0.173, 1.229, 3.414], [7.477, -3.521, 3.537], [1.166, 0.868, -3.460], [9.784, -3.517, 3.335], [-0.876, 1.488, 3.474], [4.231, -1.254, 5.211], [2.398, -8.667, 1.552], [-1.147, 5.073, -3.663], [-1.587, -6.712, 1.101], [2.324, 0.705, 6.474], [1.805, 3.291, -3.102], [-0.970, -1.835, -1.573], [5.380, -4.112, 3.426], [8.644, -0.655, 5.112], [-3.678, -5.162, -0.377], [-4.204, -0.660, -6.389], [-0.656, -6.849, -1.184], [2.862, 1.127, -2.801], [-4.137, -1.646, -3.366], [-4.005, -0.932, -1.726], [1.080, 4.000, -1.604], [-3.694, 4.081, -5.111], [-3.072, 4.240, -1.396], [1.163, 9.605, 0.057], [-3.339, 5.058, -2.952], [2.055, -3.531, -2.370], [4.026, 0.314, 3.378], [-0.295, 2.894, -4.076], [-1.195, 2.114, 0.084], [0.844, 1.102, 0.375], [-1.063, 7.003, -0.901], [-0.816, 4.928, -1.906], [-7.612, -0.482, -3.375], [-1.501, 11.625, -2.872], [-4.445, 2.092, 0.631], [1.703, -0.070, -2.030], [-3.722, 9.023, -3.837], [-0.939, 2.169, -2.482], [2.255, -9.967, 4.859], [-1.714, -8.023, 4.401]]}

=====

Record 3
{"formula": "C41H38N5O5Sr", "method": "ωB97M-V/def2-TZVPD", "spin_multiplicity": 1, "e_tot_ha": -2266.01606, "de_lowest_kcal_mol": 16.52, "homo_lumo_gap_ev": 6.87, "total_charge": -1, "homo_ha": -0.1672, "max_force_ev_per_a": 0.6, "species": ["Sr", "O", "O", "O", "O", "O", "N", "N", "N", "N", "N", "C", "C", "C", "C", "C", "C", "C", "C", "C", "C", "C", "C", "C", "C", "C", "C", "C", "C", "C", "C", "C", "C", "C", "C", "C", "C", "C", "C", "C", "C", "C", "C", "C", "C", "C", "C", "C", "C", "C", "C", "C", "H", "H", "H", "H", "H", "H", "H", "H", "H", "H", "H", "H", "H", "H", "H", "H", "H", "H", "H", "H", "H", "H", "H", "H", "H", "H", "H", "H", "H", "H", "H", "H", "H", "H", "H", "H", "H", "H"], "positions_angstrom": [[-0.426, 0.039, 0.833], [-2.009, -1.541, 1.892], [0.537, -4.524, 2.026], [5.541, -1.855, -0.045], [2.107, -6.856, -1.609], [-2.332, -1.117, -0.267], [0.285, 2.633, 0.248], [2.997, -2.386, -0.230], [2.090, -4.419, -0.710], [-2.327, 1.927, 1.016], [0.663, -2.638, -0.122], [-5.867, -3.365, -0.267], [-3.162, 3.985, 0.500], [3.759, 5.627, 2.615], [3.001, -6.619, -0.602], [-2.665, -1.661, 0.817], [-0.678, 3.490, 0.225], [5.153, 0.149, 1.260], [3.301, -1.194, 0.476], [-1.352, -5.543, 1.044], [4.677, -0.955, 0.579], [-2.007, 3.194, 0.622], [2.984, -5.302, -0.103], [2.509, 5.139, 2.964], [-4.745, -2.551, -0.270], [-4.212, -3.272, 1.959], [-1.247, -3.803, -1.100], [1.560, 3.187, -0.189], [-0.396, -4.540, 1.019], [4.282, 5.322, 1.364], [3.561, 4.532, 0.485], [4.235, 1.003, 1.852], [-4.228, 3.154, 0.844], [-3.914, -2.505, 0.841], [-0.329, -3.649, -0.066], [4.718, -7.227, 0.967], [2.332, -0.357, 1.033], [-2.198, -4.814, -1.075], [-2.252, -5.689, -0.003], [2.304, 4.037, 0.827], [-3.657, 1.903, 1.139], [1.960, -8.187, -2.050], [1.853, -3.095, -0.309], [-5.330, -4.094, 1.961], [4.693, -5.945, 1.479], [1.784, 4.355, 2.074], [3.857, -7.568, -0.075], [0.556, -3.357, 2.855], [-6.158, -4.143, 0.847], [2.876, 0.737, 1.722], [6.523, -2.419, 0.805], [3.826, -4.990, 0.957], [5.388, -7.972, 1.373], [-6.515, -3.398, -1.135], [-3.005, -6.467, 0.035], [2.212, 2.371, -0.508], [6.918, -3.298, 0.298], [-0.489, 4.513, -0.124], [-3.548, -3.220, 2.811], [1.168, -8.174, -2.793], [-0.444, -3.143, 3.239], [-1.208, -3.098, -1.920], [1.398, 3.832, -1.064], [1.294, -4.878, -1.128], [1.675, -8.848, -1.226], [-5.555, -4.700, 2.831], [-2.906, -4.902, -1.889], [3.982, 4.280, -0.483], [3.807, -2.849, -0.609], [0.932, -2.484, 2.318], [-4.483, -1.946, -1.129], [1.233, -3.592, 3.675], [3.792, -4.002, 1.393], [2.200, 1.445, 2.192], [6.086, -2.716, 1.762], [2.880, -8.561, -2.509], [-3.197, 5.022, 0.197], [5.338, -5.673, 2.305], [6.220, 0.327, 1.321], [7.341, -1.719, 0.996], [4.322, 6.236, 3.310], [-5.278, 3.405, 0.868], [2.090, 5.367, 3.936], [3.862, -8.575, -0.466], [-7.030, -4.785, 0.848], [-4.163, 0.990, 1.425], [-1.365, -6.207, 1.899], [5.260, 5.691, 1.079], [4.576, 1.878, 2.390], [0.810, 3.975, 2.355]]}